Version one
{
  "formula": "C4H6N2",
  "method": "the ωB97M-V functional and the def2-TZVPD basis",
  "species": ["C", "C", "C", "C", "N", "N", "H", "H", "H", "H", "H", "H"],
  "coordinates": [[-0.94657, -2.73339, 1.47516], [-1.95034, -2.27137, 2.04940], [0.39620, 0.62057, -0.48020], [2.27267, 1.74653, -1.67335], [1.28107, 1.32251, -1.03997], [-0.82877, 0.76507, 0.02647], [-0.37095, -3.53199, 1.09617], [-2.51247, -1.46860, 2.44364], [2.92814, 2.41338, -1.00617], [2.55463, 1.71417, -2.68981], [-1.36152, -0.10546, 0.16102], [-1.46210, 1.52860, -0.36238]],
  "multiplicity": 1,
  "homo_energy_ev": -7.40,
  "orbital_gap_ev": 8.219,
  "mol_weight_g_mol": 82.11
}

Version two
{
  "formula": "C4H6N2",
  "method": "the ωB97M-V functional and the def2-TZVPD basis",
  "species": ["N", "C", "C", "C", "C", "N", "H", "H", "H", "H", "H", "H"],
  "coordinates": [[-1.19695, 2.21543, -1.66725], [-0.24689, 1.76764, -1.17950], [1.30677, -0.04680, -0.98419], [0.96523, 1.19923, -0.66064], [-1.35134, -0.95384, 1.19718], [-0.30448, -1.66550, 1.12320], [0.64383, -0.68079, -1.56357], [2.25947, -0.46507, -0.68359], [1.58866, 1.83867, -0.04246], [-1.78768, -0.55675, 0.27690], [-1.86779, -0.68952, 2.12789], [-0.00885, -1.96271, 2.05603]],
  "multiplicity": 1,
  "homo_energy_ev": -10.13,
  "orbital_gap_ev": 10.698,
  "mol_weight_g_mol": 82.11,
  "smiles": "C=CC#N.C=N"
}

Version three
{
  "formula": "C4H6N2",
  "method": "the ωB97M-V functional and the def2-TZVPD basis",
  "species": ["C", "C", "C", "N", "C", "N", "H", "H", "H", "H", "H", "H"],
  "coordinates": [[1.56893, 0.43203, -0.53784], [0.27847, -0.15291, -0.08903], [-0.43790, -1.28640, -0.33797], [-1.69402, -1.21810, 0.20065], [-1.76492, -0.04059, 0.75529], [-0.60190, 0.63543, 0.63577], [2.31365, -0.32486, -0.77126], [1.42951, 1.04995, -1.42580], [1.98701, 1.11849, 0.20166], [-0.08667, -2.15289, -0.87876], [-2.60549, 0.37337, 1.29157], [-0.38668, 1.56648, 0.95572]],
  "multiplicity": 1,
  "homo_energy_ev": -8.57,
  "orbital_gap_ev": 9.434,
  "mol_weight_g_mol": 82.11,
  "smiles": "Cc1cnc[nH]1"
}

Which of them is most stable? Easy: version three.

Version one
{
  "formula": "C4H6N2",
  "method": "the ωB97M-V functional and the def2-TZVPD basis",
  "species": ["C", "C", "C", "C", "H", "H", "H", "H", "H", "H", "N", "N"],
  "coordinates": [[-2.73051, -0.20224, 0.02236], [-1.58381, 0.47059, -0.09981], [-0.30517, -0.20326, -0.15929], [3.06268, 0.11338, 0.22450], [-3.70360, 0.27509, -0.05902], [-2.75519, -1.32773, 0.22495], [-1.57866, 1.54935, -0.21296], [-0.31853, -1.32489, 0.07026], [3.96129, -0.54629, 0.25981], [3.21385, 1.17231, 0.72426], [0.81339, 0.46708, -0.50797], [1.92427, -0.44339, -0.48710]],
  "multiplicity": 1,
  "homo_energy_ev": -9.07,
  "orbital_gap_ev": 8.941,
  "mol_weight_g_mol": 82.11,
  "smiles": "C=C/C=N/N=C"
}

Version two
{
  "formula": "C4H6N2",
  "method": "the ωB97M-V functional and the def2-TZVPD basis",
  "species": ["N", "C", "C", "C", "C", "N", "H", "H", "H", "H", "H", "H"],
  "coordinates": [[-0.30858, -1.10985, 1.05994], [-0.20155, -0.00452, 0.18837], [0.31110, -0.22935, -1.20508], [1.16026, 0.50025, -0.20468], [-1.10409, 1.15564, 0.58141], [-2.12753, 1.54424, 0.17965], [-0.28437, -0.82198, 2.03562], [-1.16734, -1.63057, 0.89882], [-0.13176, 0.33704, -2.01815], [0.56527, -1.26095, -1.43320], [1.99233, -0.02899, 0.25083], [1.29317, 1.57164, -0.32593]],
  "multiplicity": 1,
  "homo_energy_ev": -9.89,
  "orbital_gap_ev": 10.334,
  "mol_weight_g_mol": 82.11,
  "smiles": "N#CC1(N)CC1"
}

Version three
{
  "formula": "C4H6N2",
  "method": "the ωB97M-V functional and the def2-TZVPD basis",
  "species": ["N", "C", "C", "C", "C", "N", "H", "H", "H", "H", "H", "H"],
  "coordinates": [[1.92358, 0.07536, 0.38770], [0.63439, 0.20457, -0.24091], [-0.27806, 1.37123, 0.03682], [-1.53608, 0.76322, 0.09644], [-1.43913, -0.64097, 0.05713], [-0.18422, -1.02241, -0.07645], [2.66940, 0.20808, -0.28361], [2.02430, 0.79394, 1.09458], [0.73556, 0.31913, -1.33389], [-2.48711, 1.27525, 0.20371], [-2.23375, -1.38115, 0.11986], [0.17112, -1.96627, -0.06140]],
  "multiplicity": 1,
  "homo_energy_ev": -7.86,
  "orbital_gap_ev": 8.202,
  "mol_weight_g_mol": 82.11
}

Version four
{
  "formula": "C4H6N2",
  "method": "the ωB97M-V functional and the def2-TZVPD basis",
  "species": ["N", "C", "C", "C", "N", "C", "H", "H", "H", "H", "H", "H"],
  "coordinates": [[-1.06915, -1.31378, -0.15957], [-0.46657, -0.93317, -1.23515], [-1.01241, 0.10906, -0.20318], [0.00963, 0.80971, 0.65379], [0.88790, 0.00744, 1.43694], [1.51255, 0.45559, 0.40265], [-1.15125, -2.13732, 0.41992], [0.99288, 0.50715, -2.26010], [-1.93647, 0.63853, -0.43726], [-0.22944, 1.81045, 1.01659], [0.97015, -0.71941, 2.13596], [1.49219, 0.76575, -1.77059]],
  "multiplicity": 1,
  "homo_energy_ev": -8.64,
  "orbital_gap_ev": 9.242,
  "mol_weight_g_mol": 82.11
}

Which of them is most stable? Easy: version two.

Version one
{
  "formula": "C4H6N2",
  "method": "the ωB97M-V functional and the def2-TZVPD basis",
  "species": ["C", "C", "C", "N", "N", "C", "H", "H", "H", "H", "H", "H"],
  "coordinates": [[-1.92741, -0.35010, 0.02417], [-0.47782, -0.62424, -0.05833], [0.53372, -1.30702, -0.18261], [2.33310, 0.05940, 0.13366], [1.64943, 1.11257, 0.15130], [0.52226, 1.54125, 0.21561], [-2.21345, 0.57350, -0.48611], [-2.48768, -1.17807, -0.42467], [-2.24172, -0.26592, 1.07027], [1.21962, -2.11558, -0.30354], [2.91543, 0.05013, -0.70769], [0.17454, 2.50408, 0.56794]],
  "multiplicity": 1,
  "homo_energy_ev": [-8.99, -8.99],
  "orbital_gap_ev": [9.889, 9.889],
  "mol_weight_g_mol": 82.11
}

Version two
{
  "formula": "C4H6N2",
  "method": "the ωB97M-V functional and the def2-TZVPD basis",
  "species": ["C", "C", "C", "C", "N", "N", "H", "H", "H", "H", "H", "H"],
  "coordinates": [[-0.90622, -0.08592, -0.27874], [-1.85734, 0.64962, -0.87212], [1.31768, 1.06797, 0.39487], [-0.19079, -1.19085, -0.01202], [1.19116, -1.15716, 0.25284], [1.83498, -0.10444, 0.55308], [-1.99333, 0.38606, -1.85037], [-2.34227, 1.49760, -0.57067], [1.66018, 1.86462, 0.98995], [0.28977, 1.14882, 0.13960], [-0.60723, -2.09099, 0.54066], [1.60341, -1.98533, 0.71292]],
  "multiplicity": 1,
  "homo_energy_ev": -8.39,
  "orbital_gap_ev": 9.135,
  "mol_weight_g_mol": 82.11,
  "smiles": "C=C=CNN=C"
}

Version three
{
  "formula": "C4H6N2",
  "method": "the ωB97M-V functional and the def2-TZVPD basis",
  "species": ["C", "C", "C", "C", "N", "N", "H", "H", "H", "H", "H", "H"],
  "coordinates": [[-1.76448, 0.44375, 0.28368], [-2.19615, -0.47894, -0.46044], [1.15212, 0.63539, -0.34195], [1.58961, -0.50613, 0.37526], [-0.99582, -0.74073, 0.38239], [0.55336, -0.66663, -0.61211], [-1.63691, 1.38312, 0.67496], [-2.96391, -0.94203, -1.02815], [0.58245, 1.33440, 0.23758], [1.73228, 1.01850, -1.22430], [2.57074, -0.96811, 0.25627], [1.37670, -0.51260, 1.45681]],
  "multiplicity": 1,
  "homo_energy_ev": -8.19,
  "orbital_gap_ev": 9.294,
  "mol_weight_g_mol": 82.11
}

Version four
{
  "formula": "C4H6N2",
  "method": "the ωB97M-V functional and the def2-TZVPD basis",
  "species": ["C", "C", "C", "C", "H", "H", "H", "H", "H", "H", "N", "N"],
  "coordinates": [[0.09340, 1.74692, -0.41031], [0.22314, 0.29909, 0.04720], [-0.65482, -0.68345, -0.28063], [1.29670, -0.03896, 0.91511], [0.87905, 2.35687, 0.04257], [-0.86264, 2.16974, -0.05952], [0.14681, 1.84533, -1.50921], [-1.49258, -0.40533, -0.92521], [-1.31199, -2.62000, -0.22273], [0.14956, -2.33675, 0.66000], [-0.62777, -1.97870, 0.11663], [2.16115, -0.35476, 1.62610]],
  "multiplicity": 1,
  "homo_energy_ev": -8.40,
  "orbital_gap_ev": 9.172,
  "mol_weight_g_mol": 82.11,
  "smiles": "C/C(C#N)=C/N"
}

Which of them is most stable? Easy: version four.

Version one
{
  "formula": "C4H6N2",
  "method": "the ωB97M-V functional and the def2-TZVPD basis",
  "species": ["N", "C", "C", "N", "C", "C", "H", "H", "H", "H", "H", "H"],
  "coordinates": [[2.17639, 1.67513, -1.09913], [1.74194, 0.62095, -0.89717], [1.11495, -0.67310, -0.57213], [-0.08571, -0.55407, 0.25385], [-1.36933, -0.43403, -0.41533], [-0.78549, 0.72258, 0.30132], [0.90845, -1.19280, -1.51636], [1.85135, -1.27023, -0.02516], [-2.17770, -1.01787, 0.01886], [-1.37632, -0.39080, -1.50421], [-0.39914, 1.53557, -0.30762], [-1.14926, 1.02413, 1.28116]],
  "multiplicity": 1,
  "homo_energy_ev": -9.78,
  "orbital_gap_ev": 10.738,
  "mol_weight_g_mol": 82.11,
  "smiles": "N#CCN1CC1"
}

Version two
{
  "formula": "C4H6N2",
  "method": "the ωB97M-V functional and the def2-TZVPD basis",
  "species": ["C", "C", "C", "C", "H", "H", "H", "H", "H", "H", "N", "N"],
  "coordinates": [[1.05874, 0.69191, -0.08981], [1.12532, -0.94439, 0.00449], [-1.37473, 0.00757, 0.39347], [-0.36711, 0.69562, -0.32242], [1.66667, 1.00840, 0.78761], [1.56025, 1.23345, -0.80731], [1.87029, -1.68184, 0.20666], [-1.35900, -0.53924, 1.50474], [-2.39195, 0.22708, 0.09174], [-0.73074, 1.48707, -0.86055], [-0.02799, -1.52887, -0.25086], [-1.02976, -0.65677, -0.65776]],
  "multiplicity": 1,
  "homo_energy_ev": -9.32,
  "orbital_gap_ev": 10.396,
  "mol_weight_g_mol": 82.11,
  "smiles": "C1=NN2C[C@H]2C1"
}

Which of them is most stable? Easy: version one.

Version one
{
  "formula": "C3H5NO2",
  "method": "the ωB97M-V functional and the def2-TZVPD basis",
  "species": ["C", "C", "C", "N", "O", "O", "H", "H", "H", "H", "H"],
  "coordinates": [[2.21041, 0.98539, 0.11929], [-1.10006, 1.05262, 0.27956], [-0.26160, -1.01931, -0.44409], [2.97170, 0.12748, 0.06417], [-0.36496, -2.29534, -0.02662], [-0.63455, -0.13932, 0.44375], [1.56094, 1.79331, 0.40104], [-1.46026, 1.59955, 1.12835], [-1.53283, 1.34732, -0.56290], [-0.10386, -0.85570, -1.48153], [-1.28493, -2.59599, 0.07898]],
  "multiplicity": 3,
  "homo_energy_ev": [-6.56, -11.90],
  "orbital_gap_ev": [7.349, 11.630],
  "mol_weight_g_mol": 87.08
}

Version two
{
  "formula": "C3H5NO2",
  "method": "the ωB97M-V functional and the def2-TZVPD basis",
  "species": ["C", "C", "C", "N", "O", "O", "H", "H", "H", "H", "H"],
  "coordinates": [[-1.51774, 0.01574, 0.03970], [0.58620, -0.50713, -0.03768], [1.42702, 0.64691, -0.20302], [0.59989, -1.68872, 0.02433], [-2.03820, -1.05845, -0.10841], [-2.37783, 1.15035, 0.22843], [2.41290, 0.40221, 0.45044], [0.91458, 1.55016, 0.26757], [1.78855, 0.90684, -1.29494], [1.38941, -2.31020, 0.09864], [-3.18479, 0.89230, 0.53494]],
  "multiplicity": 3,
  "homo_energy_ev": [-4.73, -10.65],
  "orbital_gap_ev": [5.115, 8.329],
  "mol_weight_g_mol": 87.08
}

Which of them is most stable? Easy: version one.

Version one
{
  "formula": "C4H12O3",
  "method": "the ωB97M-V functional and the def2-TZVPD basis",
  "species": ["C", "C", "C", "C", "O", "H", "H", "H", "H", "H", "H", "H", "H", "H", "H", "O", "H", "H", "O"],
  "coordinates": [[-0.56189, 1.29026, 1.30692], [-0.83324, -0.19520, 1.14047], [-2.15081, -0.65809, 1.76003], [0.37452, -0.98818, 1.64121], [0.21251, 1.88522, 0.61109], [-1.14354, 1.75632, 2.13144], [-0.96384, -0.36199, 0.06978], [-2.59283, -1.46563, 1.19435], [-2.94590, 0.09705, 1.71405], [-2.09192, -0.91612, 2.82689], [1.17506, -0.97191, 0.91087], [0.10695, -2.01719, 1.83840], [0.78336, -0.62142, 2.58543], [2.66882, -0.27096, -5.67391], [2.02524, 0.16137, -4.38363], [1.81903, -0.29799, -5.21206], [1.88959, 1.67732, -1.20844], [0.76792, 0.74768, -1.35750], [1.46096, 1.14947, -1.89538]],
  "multiplicity": 1,
  "homo_energy_ev": -10.26,
  "orbital_gap_ev": 10.985,
  "mol_weight_g_mol": 108.14,
  "smiles": "CC(C)C=O.O.O"
}

Version two
{
  "formula": "C4H12O3",
  "method": "the ωB97M-V functional and the def2-TZVPD basis",
  "species": ["C", "C", "C", "O", "C", "H", "H", "H", "H", "H", "H", "H", "H", "H", "H", "O", "H", "H", "O"],
  "coordinates": [[-2.41985, -0.43777, -2.30216], [-1.01357, -0.67731, -1.77605], [-0.79160, -1.87220, -1.20868], [-1.62752, -2.94451, -1.14994], [0.61840, -2.17410, -0.67988], [-2.64763, -1.11077, -3.13563], [-2.64845, 0.58863, -2.58032], [-3.12210, -0.72356, -1.51245], [-0.17994, -0.04768, -2.03169], [-2.51405, -2.56914, -1.11649], [0.59276, -3.25805, -0.51114], [0.71869, -1.79884, 0.34018], [1.42050, -1.86659, -1.33637], [1.27729, 4.82681, 4.58528], [2.01214, 3.49087, 4.24291], [1.67213, 4.03503, 4.97461], [3.07461, 1.67809, 2.27984], [2.61824, 2.31628, 1.02626], [2.95996, 2.54482, 1.89172]],
  "multiplicity": 1,
  "homo_energy_ev": -8.66,
  "orbital_gap_ev": 9.044,
  "mol_weight_g_mol": 108.14,
  "smiles": "C/C=C(/C)O.O.O"
}

Which of them is most stable? Easy: version one.